The following is a quantum chemistry calculation of a structure of composition C34H38AlN3O9S2 in a non-equilibrium geometry, from the Open Molecules 2025 dataset.

```
87
Properties=species:S:1:pos:R:3
Al -0.5256 2.0692 -0.3787
N 0.2954 2.3337 -2.2146
C 1.2484 3.4985 -2.4278
C 0.7501 4.8121 -1.8382
C 0.7503 5.0028 -0.3165
N 0.4003 3.7170 0.3878
H 0.8687 1.4313 -2.3360
H -0.3500 2.3900 -3.0477
H 1.3401 3.5124 -3.5509
H 2.1690 3.1733 -1.9791
H -0.2465 4.9930 -2.2948
H 1.4155 5.6493 -2.2527
H 0.0816 5.8113 -0.0587
H 1.7311 5.3560 0.0252
H -0.2360 3.8997 1.1492
H 1.2363 3.3207 0.7465
C 0.9399 -4.2426 0.9333
C 0.4841 -3.3308 -0.2250
C 0.2271 -4.1391 -1.4776
O -0.7687 -2.7617 0.2389
C -0.7990 -1.4685 -0.3943
C 0.7167 -1.0448 -0.5255
O 1.3939 -2.2970 -0.5854
C 1.5195 -0.0684 0.3990
O 0.8110 1.1977 0.4299
C 1.8388 -0.5631 1.8237
C 1.1655 -0.0853 2.9515
C 1.5109 -0.6165 4.1908
C 2.6578 -1.4600 4.2831
C 3.2558 -1.9159 3.1449
C 2.9222 -1.4664 1.8939
C 2.8563 0.2013 -0.2720
C 3.2177 -0.3117 -1.5000
C 4.3756 0.0564 -2.1633
C 5.2259 1.0345 -1.6633
C 4.9040 1.5502 -0.3964
C 3.7149 1.2086 0.2355
C -1.8989 -0.4781 0.1894
O -1.7916 0.8058 -0.3212
C -3.2341 -1.1038 -0.3883
C -3.4591 -1.0812 -1.8073
C -4.6281 -1.5831 -2.3376
C -5.6409 -2.0574 -1.4447
C -5.3779 -2.0932 -0.0701
C -4.1881 -1.6468 0.4525
C -2.0250 -0.4249 1.7239
C -1.6887 -1.3604 2.7007
C -1.8483 -1.0738 4.0230
C -2.4540 0.1162 4.4898
C -2.7243 1.0793 3.5310
C -2.6509 0.7921 2.1691
H 0.1307 -4.9318 1.0465
H 1.0704 -3.6196 1.7960
H 1.8818 -4.7417 0.7223
H -0.6080 -4.8048 -1.3272
H 1.0974 -4.7854 -1.6230
H 0.1605 -3.6480 -2.4540
H -1.1280 -1.6701 -1.4267
H 0.7398 -0.5649 -1.5401
H 0.4650 0.7261 2.9105
H 0.9903 -0.3552 5.1323
H 2.9199 -1.9007 5.2922
H 4.0801 -2.6075 3.2742
H 3.4947 -1.7085 1.0349
H 2.5853 -1.0883 -1.9923
H 4.6837 -0.4800 -3.0623
H 5.9060 1.6235 -2.2657
H 5.5847 2.2978 0.0579
H 3.5755 1.6378 1.2297
H -2.7206 -0.7064 -2.5753
H -4.7059 -1.5679 -3.4477
H -6.6309 -2.3180 -1.8275
H -6.1858 -2.4615 0.5775
H -3.9316 -1.7516 1.4913
H -1.2765 -2.3657 2.4058
H -1.4468 -1.7371 4.7826
H -2.7857 0.0819 5.5350
H -3.0306 2.0794 3.8254
H -3.2375 1.3845 1.5271
O -0.9110 1.1932 -4.4077
S -1.0008 -0.2520 -4.7458
O -2.1605 -0.9568 -4.1293
O -0.9037 -0.5780 -6.1578
S 0.6533 -1.1425 -3.7005
O -2.2406 3.8616 1.1829
N -2.5725 4.1290 -0.0350
O -2.0307 3.3912 -0.9519
```

The spin multiplicity is 1. The calculation puts the calculated total energy at -3198.753022 Eh. The HOMO-LUMO gap comes out at 5.09 eV. As for the total charge: -2. For the molar mass, the calculation gives 723.81 g/mol. The HOMO energy is -1.08 eV.

The net atomic charges from Mulliken, expressed in e, are: 0.04 0.26 -0.60 -0.59 -0.80 -0.13 -0.33 0.57 0.48 0.23 0.28 0.45 0.28 0.41 0.40 0.23 -1.86 1.37 -1.72 -0.38 -0.29 1.45 -0.16 2.60 -0.57 0.55 -0.25 -0.51 -0.73 -0.92 -0.48 -0.38 0.40 -1.08 -0.55 -0.76 -0.64 2.27 -0.31 0.12 -0.39 -0.93 -0.54 -0.88 -0.51 -0.69 1.18 -0.60 -0.70 -0.82 -1.00 0.45 0.34 0.37 0.31 0.48 0.20 0.41 -1.88 0.06 0.42 0.24 0.36 0.56 0.15 0.42 0.33 0.28 0.32 0.57 0.38 0.33 0.34 0.50 0.04 0.45 0.33 0.41 0.49 -0.76 0.91 -0.70 -0.67 -0.46 -0.41 0.17 -0.23

***

The following is a quantum chemistry calculation of a structure of composition C14H45Ag2N12O8 in a non-equilibrium geometry, from the Open Molecules 2025 dataset.

```
81
Properties=species:S:1:pos:R:3
Ag -0.2876 3.3069 -2.3999
Ag -1.8272 1.9053 0.3406
C 0.6979 0.1595 -1.0934
O -0.4008 0.9185 -1.4739
H 1.2972 0.4633 -0.2351
H 0.3712 -0.7176 -0.5348
H 1.3764 0.0193 -1.9349
C -0.6595 -0.6140 3.7290
C -1.7018 0.4648 3.1909
C -2.5522 1.3820 4.1284
O -3.7023 0.6646 4.5217
C -4.5295 1.5329 5.2690
N -0.9332 1.3248 2.4332
H -0.1584 -1.1597 2.9295
H -1.1041 -1.3025 4.4477
H 0.1217 -0.0049 4.1837
H -2.3290 0.0069 2.4260
H -2.8465 2.3167 3.6512
H -2.0079 1.7781 4.9857
H -5.2387 1.0221 5.9203
H -5.0941 2.1358 4.5577
H -3.9307 2.2153 5.8722
H -0.2890 1.7288 3.0979
H -0.2125 0.7890 1.9709
C -3.3211 -3.4822 -2.9212
C -2.7913 -2.4017 -1.9920
C -2.3743 -2.9429 -0.6128
O -3.4042 -3.7941 -0.0824
C -3.1048 -4.0306 1.2895
N -1.7276 -1.8432 -2.7481
H -4.1432 -3.8915 -2.3340
H -2.6518 -4.2975 -3.1956
H -3.7639 -3.0547 -3.8208
H -3.6194 -1.7144 -1.8192
H -2.1465 -2.2626 0.2079
H -1.4590 -3.5327 -0.6620
H -2.0373 -4.2133 1.4125
H -3.6905 -4.7806 1.8211
H -3.3963 -3.1570 1.8726
H -2.2645 -1.1675 -3.2729
H -1.1874 -1.3219 -2.0725
C -0.4333 1.5229 -5.2199
O -0.0584 2.4548 -4.5078
N -0.6420 1.6109 -6.5201
N -0.7824 0.2983 -4.8798
H -1.0179 0.8315 -7.0409
H -0.4115 2.5191 -6.8971
H -0.6021 -0.0542 -3.9506
H -0.8784 -0.3464 -5.6512
C 3.2098 3.8828 1.1499
O 4.3603 3.7787 1.5285
N 2.6977 3.3108 0.0612
N 2.2942 4.5597 1.7806
H 1.8408 3.7270 -0.2745
H 3.2788 2.6912 -0.4852
H 1.4510 4.7515 1.2587
H 2.5279 5.1607 2.5580
C 2.9587 -0.5569 2.6276
O 3.5272 -1.3383 1.8895
N 2.6743 -0.7673 3.8721
N 2.6572 0.5865 2.1553
H 2.9153 -1.6477 4.3043
H 2.1002 -0.1662 4.4459
H 3.0263 0.7790 1.2351
H 2.2043 1.2859 2.7262
C 3.2646 3.3118 -3.1514
O 2.4348 4.2331 -3.0325
N 4.5401 3.6119 -3.3214
N 2.9278 2.1306 -3.4527
H 5.1374 2.9194 -3.7501
H 4.7372 4.6021 -3.3504
H 1.9903 1.7589 -3.5083
H 3.6571 1.4320 -3.4439
C 1.6461 -3.9281 0.4481
O 1.2004 -3.9782 1.5548
N 1.6525 -4.9078 -0.4037
N 2.4083 -2.9250 0.0078
H 2.1607 -4.9086 -1.2765
H 0.9382 -5.6048 -0.2485
H 2.7765 -2.8912 -0.9321
H 2.6536 -2.1779 0.6418
```

The spin multiplicity is 1. The calculation puts the calculated total energy at -2113.092988 Eh. The HOMO-LUMO gap comes out at 6.64 eV. As for the total charge: +1. For the molar mass, the calculation gives 725.33 g/mol. The HOMO energy is -11.20 eV.

The net atomic charges from Mulliken, expressed in e, are: 0.72 0.39 -0.70 -0.32 -0.03 0.39 0.33 -1.29 1.03 -0.90 -0.33 -0.77 -0.58 0.40 0.49 0.10 -0.11 0.45 0.37 0.26 0.30 0.32 0.24 0.21 -1.50 0.64 -0.30 -0.42 -0.62 -0.69 0.40 0.33 0.38 0.17 0.07 0.23 0.28 0.31 0.20 0.36 0.12 0.54 -0.54 -0.44 -0.21 0.17 0.26 0.10 0.16 0.65 -0.67 -0.08 -0.37 -0.03 0.11 0.14 0.23 0.61 -0.84 -0.28 -0.02 0.24 0.20 -0.04 0.08 0.75 -0.69 -0.46 -0.16 0.17 0.27 -0.10 0.22 0.67 -0.64 -0.39 -0.20 0.15 0.26 0.16 0.05

***

The following is a quantum chemistry calculation of a structure of composition C14H28NO4PRe in a non-equilibrium geometry, from the Open Molecules 2025 dataset.

```
49
Properties=species:S:1:pos:R:3
Re -0.2243 -0.4243 1.1969
C -2.2030 -0.7738 1.1455
O -3.3323 -1.0470 1.1292
C -0.4392 1.4644 1.5485
O -0.5657 2.5982 1.8316
C 1.7383 -0.3754 1.5323
O 2.8716 -0.3169 1.8117
C -1.5327 0.9438 -1.8456
P -0.0689 0.1168 -1.0024
H 0.4659 -1.3657 -2.8371
H -2.3817 0.2898 -1.5858
C 1.3867 1.0365 -1.7754
H 1.0694 1.1450 -2.8211
C -1.3911 1.0003 -3.3718
H -1.0811 0.0517 -3.8228
H -0.6767 1.7754 -3.6797
H -2.3625 1.2709 -3.8160
C -1.8679 2.3492 -1.3346
H -1.0577 3.0606 -1.5360
C 0.8997 -2.5408 -1.0728
H -2.0767 2.3777 -0.2604
H -2.7656 2.7228 -1.8545
C -1.4080 -2.1268 -2.0681
H 0.9506 -2.3050 0.0072
H 0.4947 -3.5570 -1.1440
H 1.9337 -2.5312 -1.4420
C 0.0013 -1.5727 -1.8603
H -1.3413 -3.1986 -2.2883
H -1.9325 -1.6369 -2.8954
H -2.0274 -2.0239 -1.1671
C 2.6807 0.2267 -1.7412
H 2.9897 0.0005 -0.7136
H 3.4778 0.8290 -2.1976
H 2.6013 -0.7114 -2.2989
C 1.6132 2.4333 -1.2001
H 1.7475 2.4143 -0.1114
H 0.8059 3.1362 -1.4274
H 2.5361 2.8498 -1.6299
H -0.4784 -2.9038 1.1777
H -0.5400 -2.3088 1.6743
C 0.6538 0.7357 4.7074
C -0.0263 -0.5604 4.4124
N -0.3484 -1.3737 5.4332
O -0.3391 -0.9621 3.2449
H 0.7117 0.8823 5.7936
H 0.0946 1.5626 4.2486
H 1.6608 0.7319 4.2802
H -0.7716 -2.2767 5.2370
H -0.1448 -1.1124 6.3890
```

The spin multiplicity is 4. The calculation puts the calculated total energy at -1323.726853 Eh. The HOMO-LUMO gap (spin up / spin down) comes out at 9.04 / 4.74 eV. As for the total charge: +4. For the molar mass, the calculation gives 491.56 g/mol. As for the expectation value of S²: 3.771. The HOMO energy (spin up / spin down) is -24.56 / -24.40 eV.

The net atomic charges from natural (NBO), expressed in e, are: 0.39 0.57 -0.20 0.64 -0.25 0.58 -0.23 -0.46 1.23 0.30 0.35 -0.43 0.28 -0.64 0.25 0.27 0.34 -0.63 0.27 -0.61 0.22 0.34 -0.62 0.15 0.29 0.28 -0.49 0.30 0.26 0.19 -0.60 0.22 0.34 0.25 -0.63 0.21 0.25 0.33 0.27 -0.10 -0.72 0.72 -0.61 -0.64 0.31 0.26 0.27 0.45 0.47

***

The following is a quantum chemistry calculation of an isolated molecule of C4H6N2O in a non-equilibrium geometry, from the Open Molecules 2025 dataset.

```
13
Properties=species:S:1:pos:R:3
C 0.0997 1.7443 1.2454
C -0.1700 0.6377 0.2948
N -0.5056 0.7980 -0.9580
C -0.5451 -0.4670 -1.4924
C -0.1157 -1.3697 -0.5729
O 0.7298 -2.4040 -0.8247
N 0.0134 -0.6815 0.6184
H 0.3112 2.6302 0.6428
H 0.9686 1.5357 1.8808
H -0.7681 1.9404 1.8774
H -0.7268 -0.6784 -2.5361
H 0.6631 -2.5986 -1.7668
H 0.0214 -1.0471 1.5622
```

The spin multiplicity is 1. The calculation puts the calculated total energy at -340.745763 Eh. The HOMO-LUMO gap comes out at 8.63 eV. As for the total charge: 0. For the molar mass, the calculation gives 98.10 g/mol. The HOMO energy is -7.88 eV. The SMILES is Cc1ncc(O)[nH]1.

The net atomic charges from natural (NBO), expressed in e, are: -0.66 0.35 -0.46 -0.17 0.37 -0.67 -0.57 0.25 0.22 0.22 0.20 0.49 0.42

***

The following is a quantum chemistry calculation of a cluster of 2 separate species, C4H14N3 in total in a non-equilibrium geometry, from the Open Molecules 2025 dataset.

```
21
Properties=species:S:1:pos:R:3
N -0.2506 1.0384 1.1219
C 0.4526 -0.1873 1.3745
C 1.0215 -1.0887 0.1962
C 1.2803 -0.2211 -1.0764
N -0.0018 0.3408 -1.5180
C -0.5527 -1.1168 2.1237
N -0.6959 -0.4593 3.4986
H 0.2393 1.7564 1.6473
H -2.3263 2.4750 -7.5361
H -0.3232 0.9227 -0.7479
H 1.3328 -0.0880 2.0520
H 0.2203 -1.8186 -0.2529
H 1.9549 -1.6300 0.4493
H 1.6975 -0.9224 -1.7896
H 1.8776 0.7062 -0.7205
H -1.6892 2.8747 -7.4786
H 0.0049 0.7576 -2.4209
H -1.5176 -0.8809 1.6809
H -0.3723 -2.1521 1.9183
H -0.9738 0.5099 3.3224
H -1.3783 -0.8164 4.1559
```

The spin multiplicity is 2. The calculation puts the calculated total energy at -324.905679 Eh. The HOMO-LUMO gap (spin up / spin down) comes out at 9.84 / 7.67 eV. As for the total charge: 0. For the molar mass, the calculation gives 104.18 g/mol. As for the expectation value of S²: 0.754. The HOMO energy (spin up / spin down) is -8.69 / -8.67 eV.

The net atomic charges from natural (NBO), expressed in e, are: -0.45 -0.15 -0.40 -0.22 -0.88 -0.21 -0.86 0.32 0.00 0.38 0.19 0.21 0.22 0.20 0.16 0.00 0.36 0.19 0.21 0.35 0.36